No. 1
# H2INO3P

A structure of composition H2INO3P at a distorted geometry (ωB97M-V with the def2-TZVPD basis set, the Open Molecules 2025 dataset).

```
8
Properties=species:S:1:pos:R:3:forces:R:3
N 1.12909 -0.25399 -0.11984 -1.6241 2.2849 3.0731
O -0.07273 1.95060 -1.24308 0.2020 -1.2199 0.5247
O -0.07489 1.64238 1.26721 -0.4533 -0.2060 1.7446
O -0.75565 -1.74994 0.79785 0.4983 -1.8408 1.6884
P 0.19043 1.07881 -0.04428 2.3610 0.5446 -3.0403
I -1.91984 -0.83391 -0.31693 -2.5229 0.7578 -1.4885
H 0.08128 -1.23090 0.62850 1.1922 0.0781 -0.0968
H 1.42231 -0.60306 -0.96943 0.3468 -0.3986 -2.4052
```
Positions in Å, forces in eV/Å.

Calculated values
HOMO: -5.1 eV
Multiplicity: 1
DFT total energy: -920.8105 hartree
Charge: -1
Relative energy (zero: lowest compared OMol25 entry of this formula, charge and spin): 45.4 kcal/mol
HOMO-LUMO gap: 8.15 eV
LUMO energy: 3.004 eV

---

No. 2
# C20H24O4

The molecule C20H24O4 (ωB97M-V with the def2-TZVPD basis set, the Open Molecules 2025 dataset).

```
48
Properties=species:S:1:pos:R:3:forces:R:3
C 4.44656 -3.81341 -0.99824 -0.0074 -0.0662 -0.3079
O 4.63313 -3.64461 0.38311 -0.1673 0.2799 0.6450
C 3.77508 -2.80014 1.05652 0.2078 -0.1146 0.0926
C 2.71555 -2.11293 0.49548 0.1133 -0.1066 -0.0249
C 1.91246 -1.28591 1.27652 -0.1646 -0.0660 0.1157
C 0.79086 -0.51416 0.63967 0.2635 0.2277 -0.1129
C 1.31975 0.78809 0.03210 -0.4911 0.2483 -0.0622
C 0.22085 1.69999 -0.52064 -0.0507 -0.4561 0.0222
O 0.78964 2.96950 -0.71758 0.1583 0.3614 -0.1238
C -0.37404 1.15657 -1.83693 0.2205 0.4073 0.5374
C -1.54827 1.98968 -2.29133 -0.0585 -0.4718 -0.3205
O -1.57953 3.18931 -2.14297 -0.0096 0.2342 0.0319
C -2.68567 1.24270 -2.95150 -0.1856 0.1735 -0.0208
C -3.41837 0.34126 -1.93959 0.0423 0.0661 -0.0425
C -3.64966 1.06077 -0.63765 -0.0935 -0.2017 0.0472
C -4.44209 2.20107 -0.59178 -0.0062 -0.0116 0.0429
C -4.61787 2.88830 0.59488 -0.0655 0.0691 -0.0485
C -4.00793 2.44167 1.75505 0.0293 0.0084 0.1130
C -3.22837 1.29931 1.72269 0.0286 0.0248 0.1219
C -3.05047 0.61510 0.53257 -0.0490 -0.0149 -0.0607
C 2.19070 -1.15606 2.62630 -0.0487 -0.0216 -0.1663
C 3.24758 -1.84163 3.20109 0.2958 -0.2326 -0.1011
C 4.04602 -2.66540 2.42840 -0.1208 0.0410 -0.2308
O 5.08247 -3.33978 2.99369 0.0609 -0.0537 -0.0162
H 4.54874 -2.86462 -1.53454 -0.0188 -0.0359 0.0253
H 5.23082 -4.49642 -1.32147 -0.0813 0.0528 -0.0416
H 3.46922 -4.25439 -1.21938 0.0359 0.0334 0.0095
H 2.49584 -2.21010 -0.55664 -0.0021 -0.0425 -0.1417
H 0.03696 -0.27404 1.39144 -0.0835 -0.0456 0.0018
H 0.32209 -1.12460 -0.13541 -0.1081 -0.0377 0.0321
H 2.03726 0.56976 -0.76054 0.1045 0.0076 -0.0349
H 1.84592 1.35394 0.80225 0.0502 0.0034 0.0048
H -0.59515 1.76840 0.22072 0.1468 -0.0529 -0.1074
H 0.11003 3.52825 -1.12756 0.0549 -0.1198 0.0514
H -0.65911 0.11249 -1.73133 -0.0498 -0.1046 -0.0538
H 0.39768 1.23000 -2.60961 0.0220 -0.0562 -0.0421
H -3.37762 1.98012 -3.36059 0.0742 -0.0019 -0.0289
H -2.29390 0.63260 -3.76795 0.0195 0.0089 -0.0599
H -2.83748 -0.56428 -1.75569 -0.0644 -0.0224 -0.0004
H -4.37404 0.04044 -2.37596 0.0770 -0.0734 -0.0071
H -4.92288 2.55546 -1.49166 -0.0391 0.0621 -0.1162
H -5.23121 3.77693 0.61446 -0.0509 0.0721 0.0017
H -4.14134 2.98127 2.68073 -0.0146 0.0419 0.0743
H -2.75321 0.94101 2.62441 0.0331 -0.0276 0.0789
H -2.44121 -0.27811 0.51511 0.0721 -0.0956 -0.0285
H 1.57728 -0.51443 3.24033 -0.0959 0.0819 0.0772
H 3.46952 -1.74890 4.25185 0.0404 0.0028 0.1454
H 5.51738 -3.85008 2.29721 -0.0238 0.0248 0.0293
```
Positions in Å, forces in eV/Å.

Calculated values
HOMO: -8.1 eV
Multiplicity: 1
DFT total energy: -1077.4722 hartree
Relative energy (zero: lowest compared OMol25 entry of this formula, charge and spin): 0.5 kcal/mol
HOMO-LUMO gap: 8.62 eV
LUMO energy: 0.535 eV

---

No. 3
# C6H16IO2Zn

A structure of composition C6H16IO2Zn at a distorted geometry (ωB97M-V with the def2-TZVPD basis set, the Open Molecules 2025 dataset).

```
26
Properties=species:S:1:pos:R:3:forces:R:3
Zn -0.85733 -3.14429 3.18910 0.6291 1.5066 -1.5873
I -0.08781 -1.26867 1.21496 -0.6788 -1.6074 1.6572
C 4.20937 -0.87041 0.54238 0.5611 -0.5771 -0.8030
C 3.74191 -0.40709 -0.83144 0.0999 1.2182 1.2968
C 4.77876 -0.49150 -1.91003 0.7889 -0.5272 0.0911
O 2.60423 -1.13308 -1.19070 -0.9029 -0.9568 -0.9306
H 4.44406 -1.93263 0.47369 0.1159 -0.1555 -0.0043
H 3.40796 -0.79307 1.27714 0.1788 0.4455 0.2239
H 5.13607 -0.35455 0.79378 -0.2595 0.1391 0.5043
H 3.41367 0.62485 -0.70709 0.2056 0.4691 -0.1614
H 5.68114 0.08687 -1.71178 -0.3804 0.6871 0.2081
H 4.38056 -0.21352 -2.88587 0.0713 -0.2499 0.0662
H 5.23096 -1.48292 -1.88313 -0.4823 -0.4481 -0.5530
H 1.97141 -1.08135 -0.47066 0.1597 -0.0594 0.0014
C -4.60547 2.04732 1.07365 0.2221 -0.4738 -0.2596
C -3.70601 0.88847 0.63331 0.1912 0.5261 -0.3920
C -4.25121 0.20203 -0.58597 -0.4566 -0.2903 -0.7314
O -2.39775 1.40143 0.30982 -0.1093 0.1888 0.3580
H -4.24581 2.54910 1.97196 -0.0871 -0.2032 0.0510
H -5.59876 1.61850 1.20627 -0.0913 0.2320 0.3261
H -4.68926 2.80032 0.29003 0.1535 -0.0793 -0.1209
H -3.63686 0.13467 1.41759 0.1352 0.0655 0.4404
H -3.61358 -0.60920 -0.93728 0.1759 -0.0595 0.1477
H -4.34163 0.89395 -1.42332 0.0222 0.1528 0.0622
H -5.23960 -0.22455 -0.41502 -0.0751 0.0118 0.1240
H -1.72890 0.75933 0.55872 -0.1872 0.0447 -0.0150
```
Positions in Å, forces in eV/Å.

Calculated values
HOMO: -12.6 eV
Multiplicity: 1
DFT total energy: -2465.3362 hartree
Charge: +1
Relative energy (zero: lowest compared OMol25 entry of this formula, charge and spin): 49.1 kcal/mol
HOMO-LUMO gap: 3.47 eV
LUMO energy: -9.092 eV